C7H13NO in the gas phase at a distorted geometry, computed with ωB97M-V/def2-TZVPD.

Values from the calculation:
HOMO energy (alpha / beta)   -7.726 / -7.129 eV
F_max   4.672 eV Å⁻¹
Calculated total energy   -11003.647 eV
Relative energy (zero: lowest compared OMol25 entry of this formula, charge and spin)   94.7 kcal per mole
HOMO-LUMO gap (alpha / beta)   7.1 / 6.4 eV

CARTESIAN COORDINATES (ANGSTROEM)
1 O 1.44364 -1.37488 1.02439
2 N -1.09507 1.36851 0.84068
3 C 1.08570 -0.24458 0.80157
4 C 0.29138 1.13717 -1.56537
5 C -0.73982 0.11703 0.53506
6 C 1.83278 0.95122 1.31255
7 C -0.21477 -1.34872 -1.50777
8 C -1.54106 -1.05952 1.07871
9 C -0.00466 -0.07839 -0.74054
10 H 2.70285 0.62841 1.88038
11 H 0.15832 -2.20447 -0.93865
12 H -0.95835 -1.97873 1.11545
13 H -2.39926 -1.24106 0.43271
14 H 0.42071 2.01907 -0.94083
15 H -1.27525 -1.53908 -1.68302
16 H 1.18783 1.54567 1.95831
17 H -0.54590 1.35156 -2.23547
18 H -1.87712 -0.82238 2.08667
19 H 1.17902 0.96409 -2.17753
20 H -2.08928 1.52642 0.68289
21 H 0.31210 -1.33087 -2.46057
22 H 2.12622 1.61353 0.50037